Density functional theory data (ωB97M-V/def2-TZVPD) for 2 unconnected molecules or ions with the total composition C38H55F3NO9P.

Output
Molar mass ... 757.82 g/mol
SMILES string ... COCCCCCCCc1c(OCCNC[C@H](C)O)c(C)cc2c1C(=O)c1ccc(CCC(F)=C(F)F)cc1C2=O.CCOP(=O)(OCC)OCC
Kohn-Sham gap ... 7.78 eV
Largest force on an atom ... 8.551 eV/A

The geometry in XYZ format:
```
107
C38H55F3NO9P ωB97M-V/def2-TZVPD
C -1.61343 1.75717 1.47324
O -2.79942 3.03453 -3.53430
H -1.68683 -4.59805 -0.44974
H 0.61095 0.30642 5.97125
C -2.06125 -2.04282 0.25406
C -1.31707 0.72810 5.02787
H -4.38078 1.92624 4.38268
O 2.66337 2.04542 1.28303
F 7.15931 5.05844 -2.21646
C 4.02497 0.97827 -1.16959
H -1.58759 -2.39356 -0.70742
H 1.48531 1.70847 -4.58621
C -4.31450 -0.07280 3.85510
H -3.53592 0.52153 -1.41464
N -3.67633 1.19960 4.23996
H 2.24672 -3.17278 4.11830
C 1.32908 -3.65946 4.55344
H -2.74519 2.08287 5.92190
C -3.59735 1.98787 -3.00343
H -0.13588 -6.68229 0.17849
H -3.20152 0.37224 6.20482
H 0.19132 0.57484 -4.18212
C 5.98520 0.82953 -2.90507
O 0.83957 -2.64348 -0.01626
C -1.57543 -5.71473 1.53353
H -2.59770 -3.16217 2.15801
H -3.92683 1.31667 -3.80248
C 0.61001 0.91954 0.74381
O -1.26652 4.15072 -5.17249
O -0.45743 3.13473 -3.30267
C -2.79517 1.07350 5.41327
C 6.32736 2.28989 -2.44090
H -3.14439 -1.87860 0.02648
H -4.75942 -1.23635 2.05622
H 0.37257 -7.08797 3.00220
H 1.65685 -7.12645 1.72871
H -2.30369 3.82094 1.30694
F 7.88879 5.07589 -4.42520
H -1.26506 -0.09532 4.25822
H 0.39921 -3.17316 4.13187
H -3.54778 4.15772 -6.49584
C -3.87809 -0.64735 2.44680
H 0.30284 -5.00420 0.68530
C 2.85430 0.41168 -0.52720
C 0.87342 -6.47186 2.21432
H -5.43543 -0.02967 3.96446
C 0.45266 2.18236 -2.74969
C 7.46338 4.36619 -3.35369
H -0.02898 1.66175 -1.91778
H 1.71601 0.52154 -3.28439
C -2.22187 0.44353 1.17181
O -2.30294 2.06441 -5.68130
C 7.34916 3.01715 -3.36700
H 5.74704 0.89299 -4.00716
C -1.42139 -0.67301 0.62059
H -0.68130 0.95368 7.10898
C -2.86414 1.21867 -1.92213
H -2.21703 -6.62976 1.52791
F 8.17876 2.30374 -4.21864
C 0.99436 1.19051 -3.75783
H 1.28455 2.75014 -2.32360
C -2.46706 2.96121 2.00942
H 2.66743 -2.68131 -2.18810
H 4.72446 -1.75291 -3.25828
H -4.48970 2.45105 -2.57680
P -1.53101 2.65829 -4.52547
C -0.08071 -5.99245 1.05720
C 4.20598 -1.11895 -2.50689
O 1.25313 -5.06463 4.22949
O -3.58746 0.34532 1.43993
H -0.73063 -0.83262 6.55380
H 6.68925 2.32248 -1.37518
C 3.00670 -1.67337 -1.86802
H 1.38081 -3.53407 5.66445
C -1.84678 -3.18392 1.31714
H -3.54631 2.65020 2.02438
C 1.00266 -1.44877 -0.13741
C -2.13644 -4.56823 0.57550
H -2.04132 0.63792 -2.35410
H -0.81270 -3.22825 1.74318
C -1.38071 4.36783 -6.57561
H -0.68065 5.16383 -6.84069
H -2.92137 4.77549 -8.03570
C 2.28448 -0.90477 -0.85169
C 4.73514 0.21695 -2.19753
H -2.43959 1.89837 -1.18322
H -1.57137 -5.30079 2.58413
H 2.77219 -5.51422 2.84443
C 2.13399 1.22136 0.57196
H -2.17971 3.25671 3.04569
C -0.46734 0.21865 6.28177
H -3.00554 -1.32316 2.62212
H 1.48444 -4.29228 2.30714
C -0.18897 2.03101 1.26667
H 5.39085 2.91623 -2.46042
C 1.67518 -5.25443 2.85140
H -1.06899 3.48111 -7.13001
C 0.01266 -0.38464 0.42090
H -3.23727 -4.74921 0.45486
H -2.98268 5.80889 -6.59775
H 0.20666 1.54384 4.09585
H -3.97910 -0.83855 4.61986
H 4.33379 1.99688 -0.82671
O -0.60774 1.87628 4.51478
H 6.89351 0.18403 -2.77652
C -2.78872 4.79360 -6.95159
H 0.25314 3.03034 1.49328
```

These are the Löwdin partial charges, in e, on atoms 1 to 8:
1 C -0.14
2 O -0.21
3 H 0.11
4 H 0.08
5 C -0.14
6 C -0.39
7 H 0.12
8 O 0.10

=====

Density functional theory data (ωB97M-V/def2-TZVPD) for a molecular structure, C56H44Cl2MgN4O2P2SeSi.

Output
Relative energy (zero: lowest compared OMol25 entry of this formula, charge and spin) ... 0.552 eV
Molar mass ... 1069.20 g/mol
Kohn-Sham gap ... 4.67 eV
Largest force on an atom ... 1.262 eV/A

The geometry in XYZ format:
```
113
C56H44Cl2MgN4O2P2SeSi ωB97M-V/def2-TZVPD
H -1.28324 -1.01301 -1.60901
C -4.10593 1.75432 3.79438
C 4.04353 0.49303 0.07748
H 2.91497 3.94299 -4.35291
H 2.65122 -0.71255 -2.93404
C 0.96106 -3.78707 0.65941
C 2.03290 0.22400 3.77312
H -0.34796 4.77462 -0.92564
C -0.91540 -5.64742 0.03906
C 2.85329 4.60162 1.70398
H 0.06405 -0.97734 6.24020
C 2.34847 3.05585 -4.60413
C -2.32756 4.24709 -1.57106
C 1.62999 0.81699 -4.03927
C -2.09888 -0.13200 -4.68011
C 2.99126 3.22329 1.58708
Se 3.43975 -3.76849 0.79899
H -2.47598 5.16075 -2.13231
Mg 0.33610 -1.24648 0.82227
O 0.80015 -1.14821 -1.06061
H -3.11247 -3.28862 -6.63875
H 0.00727 2.67233 0.31236
H -2.26643 -3.93631 0.26857
H -4.83611 -3.37617 -1.93370
C -2.65527 -0.85262 0.03997
H -0.21600 4.72063 3.12786
C -1.97881 -0.05425 3.54601
H -4.91920 2.46283 3.88690
C -1.55583 -1.94252 -6.11478
C -3.86880 -1.29186 0.56026
C -2.40973 0.69698 2.44483
C -1.11383 -0.78478 -5.44252
C -3.40868 -0.58303 -4.64469
H -4.21921 1.09371 5.83724
H 3.65303 5.24777 1.36478
C 0.92380 -0.41101 4.34945
N 0.20164 -0.41754 -5.59067
H 0.69871 -0.98069 -6.26113
H -3.77153 2.20564 1.73120
C 1.70362 5.14637 2.25591
H 6.42974 -1.77678 2.08355
C -1.13668 4.03426 -0.89114
H 3.81134 1.04190 6.55105
C 0.81617 2.93594 2.56638
C 1.60356 3.01010 -5.77964
C 1.97433 2.38174 2.01627
C -4.22185 -2.67717 -1.38033
C 1.92441 0.00298 6.53739
C -3.71163 0.98847 4.88624
H 1.09622 -1.19767 -3.55502
H -1.01840 -2.72208 5.27457
H 3.88066 1.28028 4.10196
H -4.82863 -2.04780 -5.30502
H -1.72340 -3.30489 3.76789
C 1.38778 -5.10490 0.30590
H 5.48751 0.37317 -1.49697
H 1.60037 6.21969 2.34890
N 2.69132 -5.29703 0.31578
C -3.45617 1.60813 2.57744
C -2.85610 -2.39829 -6.08142
Cl -1.73368 1.24652 -3.68978
P 2.02941 0.55714 1.96795
H -4.20884 -0.92362 1.52136
H -3.91853 1.35596 -0.80734
C -3.00398 -2.25356 -1.90091
C -4.64747 -2.20021 -0.14776
H 0.64691 -7.08111 -0.25461
C 0.88171 1.87099 -6.08410
C 0.90405 -0.49719 5.74997
C 3.05557 0.75269 4.56866
O 0.88192 1.06979 -1.31423
C -0.84107 -2.82301 4.19905
H 3.90238 2.81436 1.16710
C -2.65303 0.10120 4.75722
C 4.56813 -0.71404 2.08851
C 1.05098 -0.07517 -1.72636
Cl -0.40088 -2.84340 -7.06819
H -4.25349 3.44001 -2.07453
C -2.22716 -1.35107 -1.19204
C 3.01361 0.63337 5.94363
H -1.73178 -6.32285 -0.17431
H 0.00535 -3.50382 4.07226
H -4.11193 -0.03051 -4.03883
C -3.32447 3.27980 -1.54078
C 5.23579 0.06978 -0.48815
H -2.34429 -0.47664 5.62241
N 1.89477 -2.92572 1.01712
H -2.65871 -2.62142 -2.85943
H 7.03209 -1.07645 -0.21307
H 4.31533 -1.02843 3.09209
H 1.87208 -0.08766 7.61567
H 3.35324 1.10380 -0.49565
Si -0.48453 -1.18969 3.27929
C -0.94344 2.85662 -0.18512
N -0.34380 -3.36671 0.59207
C 5.76259 -1.13923 1.51646
C -1.23236 -4.26905 0.31807
H 2.93299 2.00646 -2.83230
C 0.37067 -6.06667 -0.00193
H 0.29752 1.80772 -6.99415
H -5.59527 -2.52697 0.26172
C 3.70261 0.11992 1.38147
C -3.13424 2.10466 -0.82747
C 0.68419 4.30733 2.69142
C 0.88513 0.78636 -5.21410
C 2.36376 1.96585 -3.75316
P -1.55939 0.39000 0.83053
C -1.94572 1.88714 -0.13609
H 0.01702 2.28686 2.91497
H 1.59262 3.85511 -6.45526
C 1.62981 -0.35956 -3.11456
C 6.10098 -0.74714 0.23000
C -3.80363 -1.70748 -5.34456
```

These are the Löwdin partial charges, in e, on atoms 1 to 8:
1 H 0.08
2 C -0.08
3 C -0.10
4 H 0.10
5 H 0.13
6 C -0.45
7 C -0.38
8 H 0.11